A gas-phase ion, C5H8NS (charge +1). Source: the OMol25 dataset; level of theory: ωB97M-V/def2-TZVPD.

Its frontier orbital gap is 10.5370 eV. As for the HOMO energy: -14.57 eV. The spin multiplicity is 1. The energy above the lowest of the compared OMol25 structures with the same formula, charge and spin is 1.3 kcal/mol. The total charge is +1. The value obtained for the max |F| is 2.80 eV/Å.

```
15
Properties=species:S:1:pos:R:3:forces:R:3:lowdin_charge:R:1
C -1.7918 0.8123 -0.4702 -0.17 1.09 0.40 -0.12
C -2.3959 1.2717 0.6381 -0.34 -0.27 -0.16 -0.33
C -0.2428 0.2182 1.0332 0.96 -1.74 1.97 -0.50
C 1.0826 -0.4730 1.5637 -2.13 1.67 0.13 0.00
C 0.2956 -0.4833 -1.1815 0.14 0.79 -1.56 0.03
N -0.5768 0.2187 -0.2270 0.01 0.68 -1.40 -0.13
S -1.4845 0.8526 2.0041 0.56 0.26 0.50 1.19
H -2.1634 1.1884 -1.3831 0.18 -0.55 -1.43 0.14
H -3.3189 1.8464 0.6071 0.29 -0.24 0.42 0.11
H 1.3348 0.1983 2.4064 0.40 -0.71 -0.30 0.09
H 0.9144 -1.5192 1.9297 0.21 0.96 -0.61 0.12
H 1.7823 -0.3339 0.7370 0.27 -0.47 0.61 0.07
H 0.4086 -1.3871 -0.6723 0.45 -1.93 -0.13 0.08
H -0.0949 -0.6015 -2.2196 -0.31 0.14 1.18 0.13
H 1.2963 -0.0433 -1.3151 -0.54 0.32 0.38 0.12
```
Positions in Å, forces in eV/Å.